[1]
ORCA calculation (ωB97M-V/def2-TZVPD) on a 2-piece molecular cluster, C9H17N2O3 overall at a distorted geometry.

```
31
Properties=species:S:1:pos:R:3
C 2.37 -0.34 0.54
C -3.29 -0.74 0.43
C -2.92 0.63 1.04
C 1.61 -1.54 -1.20
C 0.41 -1.00 -0.42
C -2.06 0.51 -1.03
C -1.41 1.00 -2.26
C 3.02 1.92 1.34
C 3.33 0.42 1.37
N 1.08 -0.43 0.72
N -2.74 -0.61 -0.90
O 2.76 -0.94 -0.57
O -2.13 1.28 0.03
O -0.55 -1.97 -0.06
H -2.82 -1.58 0.95
H -4.37 -0.90 0.38
H -3.79 1.26 1.24
H -2.32 0.55 1.95
H 1.70 -2.64 -1.15
H 1.62 -1.24 -2.25
H -1.07 2.02 -2.12
H -2.12 0.96 -3.09
H -0.56 0.36 -2.51
H 2.04 2.13 1.75
H 3.06 2.30 0.32
H 3.76 2.46 1.93
H 3.29 0.07 2.41
H 4.33 0.24 0.99
H 0.58 -0.01 1.49
H -2.66 -1.39 -1.53
H -0.13 -2.80 0.23
```

The calculation puts the calculated total energy at -18723.117 eV. For the LUMO energy, the calculation gives -2.408 eV. The calculation puts the highest occupied orbital energy at -0.361 Ha. Its total charge is +1. Its energy above the lowest of the compared OMol25 structures with the same formula, charge and spin is 40.5 kcal/mol.

Löwdin population analysis, charges in e, atoms 1 to 8: -0.30, -0.09, -0.06, -0.08, -0.36, -0.34, 0.05, -0.07

***

[2]
ORCA calculation (ωB97M-V/def2-TZVPD) on a 2-piece molecular cluster, C5H13N3O overall at a distorted geometry.

```
22
Properties=species:S:1:pos:R:3
C 0.84 0.94 -0.64
C 1.84 0.08 -1.34
C 1.31 1.90 0.40
C -1.78 -0.72 -1.41
N -1.14 -0.10 -0.52
H 0.18 1.43 -1.35
H 1.34 -0.73 -1.88
H 2.36 0.70 -2.08
H 2.55 -0.36 -0.64
H 0.47 2.34 0.93
H 1.98 1.43 1.11
H 1.82 2.72 -0.12
H -1.90 -0.26 -2.39
H -2.24 -1.69 -1.20
C -0.77 -0.74 0.80
N -1.55 0.00 1.80
N -1.16 -2.14 0.85
O 0.56 -0.58 0.80
H -0.34 -2.72 0.94
H -1.46 0.99 1.62
H -1.11 -0.17 2.71
H -1.80 -2.32 1.61
```

The calculation puts the calculated total energy at -11910.513 eV. For the LUMO energy (alpha / beta), the calculation gives 0.454 / 0.453 eV. The calculation puts the highest occupied orbital energy (alpha / beta) at -0.319 / -0.319 Ha. Its total charge is 0. Its energy above the lowest of the compared OMol25 structures with the same formula, charge and spin is 94.6 kcal/mol.

Löwdin population analysis, charges in e, atoms 1 to 8: -0.17, -0.08, -0.08, -0.01, 0.02, 0.10, 0.08, 0.09

***

[3]
ORCA calculation (ωB97M-V/def2-TZVPD) on one molecule with the formula C12H19NO2 at a distorted geometry.

```
34
Properties=species:S:1:pos:R:3
O 2.97 1.43 0.11
O -0.28 0.08 0.54
C 1.94 0.75 0.18
N -0.12 -3.16 -0.36
C -0.54 4.39 1.07
C -1.58 -3.07 -0.10
C 0.02 -2.71 -1.76
C -0.17 3.06 0.51
C -1.97 -1.91 -0.95
C 0.40 2.18 1.64
C 1.57 -0.16 -0.95
C 0.71 -2.20 0.36
C -0.62 -1.39 -1.49
C 0.79 0.76 1.22
C 0.32 -0.88 -0.36
H -0.99 5.08 0.35
H -1.27 4.22 1.87
H 0.36 4.84 1.54
H -2.08 -3.97 -0.42
H -1.81 -2.86 0.95
H -0.54 -3.33 -2.45
H 1.09 -2.63 -2.10
H 0.58 3.15 -0.28
H -1.03 2.55 0.08
H -2.47 -1.14 -0.36
H -2.67 -2.18 -1.74
H -0.30 2.09 2.45
H 1.28 2.70 2.06
H 1.34 0.44 -1.81
H 2.40 -0.86 -1.20
H 0.52 -2.23 1.44
H 1.74 -2.41 0.23
H -0.68 -0.76 -2.36
H 1.07 0.16 2.10
```

Its SMILES is CCC[C@H]1O[C@@]2(CC1=O)CN1CC[C@@H]2C1. The calculation puts the calculated total energy at -18336.225 eV. For the LUMO energy, the calculation gives 0.772 eV. The calculation puts the highest occupied orbital energy at -0.310 Ha. Its total charge is 0. Its energy above the lowest of the compared OMol25 structures with the same formula, charge and spin is 25.3 kcal/mol.

Löwdin population analysis, charges in e, atoms 1 to 8: 0.08, -0.04, -0.30, -0.13, -0.12, -0.16, -0.13, -0.26

***

- Number 3 is which compound?
  C12H19NO2